1.
15
Properties=species:S:1:pos:R:3 method="wB97M-V/def2-TZVPD" orbital_gap_ev=10.2 smiles=NCCCN mol_weight_g_mol=74.13 lumo_energy_ha=0.0406 e_above_lowest_ev=1.902
N 1.355 -2.421 -0.202
C 0.602 -1.198 0.188
C -0.129 -0.043 -0.622
C -0.464 1.153 0.503
N -1.116 2.284 -0.241
H 0.630 -3.204 -0.264
H 1.787 -2.228 -0.986
H 1.377 -0.583 0.643
H -0.259 -1.464 0.966
H 0.594 0.203 -1.369
H -1.098 -0.230 -1.165
H 0.492 1.486 0.981
H -1.018 0.813 1.362
H -2.070 2.346 0.048
H -0.682 3.085 0.155

2.
16
Properties=species:S:1:pos:R:3 method="wB97M-V/def2-TZVPD" orbital_gap_ev="6.4 / 6.4" mol_weight_g_mol=167.19 lumo_energy_ha="-0.0152 / -0.0153" e_above_lowest_ev=1.944
C -2.192 -0.517 0.008
C -1.296 -1.589 0.001
C -1.755 0.791 0.020
C 0.071 -1.402 0.003
C -0.379 0.985 0.023
C 0.536 -0.090 0.009
N 0.406 2.094 0.018
N 1.804 0.447 0.000
N 1.699 1.792 0.007
O 4.488 -0.586 -0.145
S 3.110 -1.063 -0.022
H -3.251 -0.724 0.000
H -1.690 -2.593 -0.005
H -2.440 1.624 0.030
H 0.753 -2.233 -0.004
H 0.136 3.063 0.055

3.
13
Properties=species:S:1:pos:R:3 method="wB97M-V/def2-TZVPD" orbital_gap_ev=9.9 smiles="C=C=NC(=C)C" mol_weight_g_mol=81.12 lumo_energy_ha=0.0382 e_above_lowest_ev=1.961
C 2.771 -0.018 0.197
C 1.570 0.326 -0.119
N 0.457 0.700 -0.435
C -0.723 0.012 -0.168
C -0.745 -1.316 -0.211
C -1.893 0.906 0.099
H 3.340 -0.686 -0.423
H 3.275 0.412 1.045
H -1.662 -1.864 -0.086
H 0.144 -1.886 -0.420
H -2.830 0.395 -0.096
H -1.824 1.794 -0.524
H -1.879 1.224 1.141

4.
78
Properties=species:S:1:pos:R:3 method="wB97M-V/def2-TZVPD" orbital_gap_ev=5.7 mol_weight_g_mol=803.74 lumo_energy_ha=0.1353 e_above_lowest_ev=0.333 charge=-2
Cs -0.114 0.908 -1.008
C -1.429 1.454 -5.989
Si -2.164 0.786 -4.369
C -2.466 2.315 -3.313
C -3.860 0.073 -4.835
N -1.202 -0.305 -3.514
C -0.655 -1.465 -3.887
C -0.709 -2.014 -5.206
C -0.116 -3.206 -5.573
C 0.579 -3.977 -4.646
C 0.643 -3.504 -3.340
C 0.069 -2.304 -2.978
O 0.114 -1.931 -1.622
C 1.308 -1.935 -0.960
C 2.517 -1.630 -1.578
C 3.674 -1.558 -0.815
C 3.639 -1.775 0.555
C 2.426 -2.069 1.164
C 1.262 -2.150 0.415
H -2.090 2.211 -6.424
H -1.274 0.673 -6.737
H -0.464 1.928 -5.795
H -3.241 2.941 -3.765
H -1.570 2.930 -3.186
H -2.815 2.066 -2.307
H -4.565 0.864 -5.108
H -4.279 -0.483 -3.993
H -3.783 -0.616 -5.682
H -1.251 -1.445 -5.952
H -0.202 -3.543 -6.602
H 1.041 -4.917 -4.919
H 1.154 -4.078 -2.573
H 2.531 -1.446 -2.645
H 4.610 -1.306 -1.299
H 4.534 -1.679 1.154
H 2.382 -2.218 2.236
H 0.306 -2.362 0.879
C -0.416 -3.071 6.246
C 0.865 -2.638 6.579
C 1.472 -1.630 5.851
C 0.779 -1.047 4.792
C -0.504 -1.458 4.466
C -1.096 -2.485 5.189
N 1.320 -0.005 3.976
N 2.554 0.070 3.993
C 3.054 1.114 3.149
C 2.334 2.274 2.909
C 2.864 3.209 2.038
C 4.093 2.932 1.456
C 4.748 1.758 1.798
N 4.256 0.858 2.645
H -0.881 -3.866 6.816
H 1.392 -3.093 7.409
H 2.470 -1.284 6.083
H -1.035 -0.990 3.647
H -2.088 -2.815 4.910
H 1.373 2.419 3.376
H 2.306 4.100 1.773
H 4.534 3.617 0.745
H 5.718 1.523 1.369
N -1.479 2.286 3.383
N -2.346 2.415 2.267
C -2.852 1.364 1.649
N -3.454 1.605 0.467
N -2.667 0.173 2.272
N -3.265 -0.926 1.788
O -2.934 -1.984 2.320
O -4.029 -0.911 0.813
H -0.766 2.987 3.189
H -0.997 1.393 3.280
H -2.209 3.270 1.690
H -3.225 2.488 0.013
H -3.817 0.814 -0.035
O 0.946 5.065 0.422
S 0.012 4.036 -0.033
O 0.092 2.820 0.826
O 0.241 3.647 -1.436
S -1.901 4.733 0.132

5.
8
Properties=species:S:1:pos:R:3 method="wB97M-V/def2-TZVPD" orbital_gap_ev=5.3 mol_weight_g_mol=196.37 lumo_energy_ha=-0.1915 e_above_lowest_ev=4.095 charge=+1
C -2.025 0.398 -0.692
O -2.358 1.327 -1.308
H -0.873 0.310 0.496
H -0.606 -0.543 -0.595
C 0.570 -0.414 0.454
O 1.727 -0.727 -0.107
Ba 3.401 0.883 0.663
H 0.165 -1.234 1.088

6.
25
Properties=species:S:1:pos:R:3 method="wB97M-V/def2-TZVPD" orbital_gap_ev=9.2 smiles=Cc1ccc(O)cc1.CCO mol_weight_g_mol=154.21 lumo_energy_ha=0.0302 e_above_lowest_ev=2.633
C -1.527 0.967 -1.366
C -1.395 0.999 0.127
C -0.526 0.082 0.747
C -0.223 0.146 2.138
C -1.046 0.976 2.897
O -0.996 1.109 4.307
C -2.055 1.783 2.265
C -2.213 1.894 0.882
H -0.511 0.942 -1.829
H -2.046 1.876 -1.784
H -2.013 0.120 -1.829
H -0.229 -0.768 0.265
H 0.777 -0.185 2.515
H -0.071 1.027 4.545
H -2.474 2.593 2.904
H -2.825 2.578 0.388
C 2.934 -1.906 -2.480
C 1.874 -1.322 -1.492
O 0.885 -2.291 -1.142
H 3.744 -1.251 -2.704
H 2.566 -2.448 -3.313
H 3.445 -2.736 -1.980
H 2.254 -1.381 -0.536
H 1.481 -0.323 -1.788
H 0.191 -2.481 -1.736